{"formula": "C14H16Cl2NNaO7", "method": "ωB97M-V/def2-TZVPD", "homo_ev": -2.61, "gap_ev": 6.8, "relative_energy_kj_mol": 46.54, "total_charge": -2, "species": ["Na", "O", "C", "C", "N", "C", "C", "O", "O", "C", "C", "O", "O", "H", "H", "H", "H", "H", "H", "H", "H", "H", "Cl", "C", "Cl", "H", "H", "O", "C", "O", "C", "C", "C", "C", "C", "C", "H", "H", "H", "H", "H"], "coordinates": [[0.085, 0.552, 0.530], [0.623, -2.918, -0.512], [-0.328, -2.975, -1.557], [-1.704, -2.538, -1.099], [-1.751, -1.107, -0.849], [-2.444, -0.782, 0.390], [-1.657, -1.289, 1.628], [-2.312, -1.694, 2.603], [-0.389, -1.212, 1.512], [-2.191, -0.324, -1.987], [-1.751, 1.164, -1.930], [-2.352, 1.929, -2.712], [-0.817, 1.421, -1.120], [0.318, -2.266, 0.148], [-0.021, -2.342, -2.401], [-0.378, -4.009, -1.921], [-2.458, -2.846, -1.843], [-1.930, -3.073, -0.174], [-2.510, 0.310, 0.465], [-3.468, -1.173, 0.422], [-1.749, -0.738, -2.898], [-3.283, -0.351, -2.118], [3.195, -0.610, 1.368], [3.474, 0.760, 0.271], [2.525, 0.595, -1.228], [4.522, 0.775, 0.008], [3.169, 1.672, 0.776], [2.588, 3.406, 1.884], [1.385, 3.090, 2.032], [0.827, 1.991, 1.779], [0.474, 4.164, 2.625], [1.011, 5.223, 3.350], [0.184, 6.197, 3.897], [-1.193, 6.133, 3.698], [-1.732, 5.084, 2.960], [-0.902, 4.099, 2.437], [2.088, 5.270, 3.460], [0.610, 7.015, 4.471], [-1.841, 6.896, 4.113], [-2.803, 5.033, 2.795], [-1.305, 3.267, 1.871]]}

---

{"formula": "C14H16ClF12HfN4O5SSe", "method": "ωB97M-V/def2-TZVPD", "homo_ev": -11.27, "gap_ev": 8.3, "relative_energy_kj_mol": 0.00, "total_charge": 1, "species": ["Hf", "O", "Cl", "O", "O", "O", "C", "N", "C", "C", "N", "C", "C", "Se", "H", "H", "H", "H", "H", "H", "H", "H", "F", "C", "F", "F", "F", "C", "F", "F", "C", "O", "C", "F", "F", "F", "C", "F", "F", "F", "C", "N", "C", "C", "N", "C", "S", "H", "H", "H", "H", "H", "H", "H", "H"], "coordinates": [[-0.582, 0.035, 0.311], [2.317, 0.457, 3.000], [1.532, -0.345, 2.147], [1.787, -1.766, 2.311], [0.025, -0.134, 2.339], [1.612, 0.121, 0.676], [3.259, -1.477, -1.870], [3.442, -0.100, -2.283], [4.633, 0.590, -2.357], [4.391, 1.907, -2.552], [2.969, 2.067, -2.510], [2.274, 3.302, -2.586], [2.411, 0.827, -2.381], [0.581, 0.410, -2.635], [3.973, -2.058, -2.450], [2.254, -1.737, -2.064], [3.515, -1.667, -0.815], [5.630, 0.081, -2.299], [5.050, 2.755, -2.681], [2.966, 4.150, -2.391], [1.507, 3.401, -1.812], [1.851, 3.360, -3.593], [-2.389, -0.403, 0.810], [-6.048, 0.156, -0.692], [-5.257, -0.955, -0.734], [-5.254, 0.989, -0.064], [0.270, 4.843, 1.837], [0.231, 3.591, 1.408], [0.476, 2.775, 2.441], [1.379, 3.417, 0.591], [-1.075, 3.208, 0.647], [-0.826, 1.932, 0.090], [-1.438, 4.126, -0.534], [-0.200, 4.432, -1.196], [-2.275, 3.545, -1.369], [-1.967, 5.305, -0.180], [-2.311, 3.131, 1.704], [-2.323, 3.969, 2.737], [-3.437, 3.393, 1.003], [-2.342, 1.910, 2.174], [-3.225, -3.783, 0.067], [-1.981, -4.066, 0.758], [-1.712, -5.196, 1.602], [-0.444, -4.727, 2.355], [0.241, -3.961, 1.288], [-0.709, -3.518, 0.466], [-0.521, -2.364, -0.806], [-3.884, -4.696, -0.014], [-3.068, -3.458, -0.963], [-3.852, -3.037, 0.583], [-1.617, -6.094, 1.003], [-2.499, -5.505, 2.260], [0.154, -5.551, 2.735], [-0.628, -4.064, 3.217], [1.132, -3.522, 1.272]]}

---

{"formula": "C14H16F3N3O2", "method": "ωB97M-V/def2-TZVPD", "homo_ev": -9.52, "gap_ev": 9.7, "smiles": "CC(C)CC1=NN(C(=O)c2ccncc2)[C@](O)(C(F)(F)F)C1", "species": ["C", "H", "H", "H", "C", "C", "H", "H", "H", "H", "C", "C", "N", "N", "C", "O", "C", "C", "C", "N", "C", "C", "H", "H", "H", "H", "C", "O", "H", "C", "H", "H", "C", "F", "F", "F", "H", "H"], "coordinates": [[0.760, -2.867, -1.134], [0.162, -3.586, -1.691], [0.670, -1.897, -1.617], [1.800, -3.180, -1.181], [0.291, -2.795, 0.317], [0.380, -4.168, 0.975], [1.397, -4.548, 0.919], [-0.276, -4.876, 0.471], [0.092, -4.116, 2.022], [0.929, -2.093, 0.861], [-1.150, -2.271, 0.385], [-1.269, -0.838, 0.022], [-0.317, -0.001, 0.117], [-0.733, 1.237, -0.267], [0.061, 2.324, -0.488], [-0.422, 3.340, -0.962], [1.493, 2.224, -0.108], [2.100, 3.380, 0.379], [3.442, 3.327, 0.720], [4.179, 2.238, 0.591], [3.605, 1.149, 0.111], [2.269, 1.080, -0.256], [1.853, 0.167, -0.646], [4.251, 0.286, 0.014], [3.953, 4.196, 1.110], [1.524, 4.286, 0.484], [-2.189, 1.262, -0.553], [-2.499, 1.846, -1.755], [-2.050, 2.717, -1.795], [-2.553, -0.229, -0.495], [-3.403, -0.433, 0.154], [-2.786, -0.585, -1.500], [-2.885, 2.003, 0.624], [-2.652, 3.313, 0.649], [-4.215, 1.844, 0.575], [-2.485, 1.508, 1.809], [-1.798, -2.861, -0.267], [-1.528, -2.384, 1.407]]}

---

{"formula": "C14H16IO2V", "method": "ωB97M-V/def2-TZVPD", "homo_ev": [-15.82, -15.80], "multiplicity": 3, "gap_ev": [7.0, 4.8], "total_charge": 2, "species": ["V", "I", "C", "C", "C", "C", "C", "C", "C", "C", "C", "C", "H", "H", "H", "H", "H", "H", "C", "O", "C", "C", "O", "C", "H", "H", "H", "H", "H", "H", "H", "H", "H", "H"], "coordinates": [[0.207, 0.782, 1.006], [1.412, 2.851, 1.671], [0.522, -0.727, 1.962], [1.060, -1.129, 3.169], [2.412, -1.563, 3.094], [2.942, -2.154, 1.938], [2.339, -1.825, 0.689], [2.771, -2.318, -0.569], [2.274, -1.709, -1.742], [1.425, -0.632, -1.707], [0.885, -0.195, -0.460], [1.223, -0.973, 0.716], [0.624, -0.925, 4.197], [3.071, -1.481, 4.037], [3.866, -2.805, 1.938], [3.642, -2.957, -0.628], [2.688, -2.072, -2.718], [1.343, -0.085, -2.600], [-2.208, 1.392, -3.907], [-2.538, 0.840, -2.588], [-1.795, 1.349, -1.533], [-2.478, 0.880, -0.264], [-1.556, 1.233, 0.920], [-2.193, 1.302, 2.192], [-2.709, 0.607, -4.539], [-1.146, 1.466, -4.194], [-2.671, 2.459, -3.971], [-1.724, 2.455, -1.495], [-0.772, 0.872, -1.588], [-2.650, -0.239, -0.307], [-3.362, 1.438, -0.161], [-1.367, 1.322, 2.958], [-2.715, 0.363, 2.348], [-2.824, 2.177, 2.134]]}

---

{"formula": "C14H16N2", "method": "ωB97M-V/def2-TZVPD", "homo_ev": -7.49, "gap_ev": 8.3, "relative_energy_kj_mol": 0.00, "smiles": "Cc1cc(N2CCCC2)nc2ccccc12", "species": ["C", "C", "C", "C", "N", "C", "C", "C", "C", "C", "C", "H", "H", "H", "H", "N", "C", "C", "H", "C", "H", "C", "H", "H", "H", "H", "H", "H", "H", "H", "H", "H"], "coordinates": [[-1.712, -3.002, -0.075], [-1.109, -1.632, -0.026], [0.244, -1.466, 0.001], [0.802, -0.156, 0.046], [0.051, 0.930, 0.059], [-1.287, 0.793, 0.030], [-2.070, 1.966, 0.042], [-3.435, 1.891, 0.017], [-4.077, 0.647, -0.021], [-3.342, -0.509, -0.035], [-1.937, -0.471, -0.010], [-3.847, -1.463, -0.065], [-5.156, 0.603, -0.040], [-4.030, 2.794, 0.027], [-1.556, 2.913, 0.073], [2.139, 0.033, 0.082], [2.715, 1.361, 0.043], [4.155, 1.118, -0.399], [4.209, 1.057, -1.486], [4.461, -0.246, 0.218], [4.687, -0.131, 1.278], [3.144, -1.004, 0.045], [3.121, -1.532, -0.919], [2.988, -1.737, 0.843], [5.294, -0.754, -0.264], [4.833, 1.896, -0.057], [2.675, 1.817, 1.040], [2.143, 1.992, -0.638], [0.898, -2.325, -0.017], [-2.321, -3.119, -0.971], [-2.350, -3.169, 0.792], [-0.933, -3.762, -0.084]]}

---

{"formula": "C14H16N2O3S2", "method": "ωB97M-V/def2-TZVPD", "homo_ev": -7.58, "gap_ev": 8.0, "relative_energy_kj_mol": 251.65, "smiles": "O=S(=O)(Nc1ccc(N2CCOCC2)cc1)c1cccs1", "species": ["O", "S", "O", "N", "C", "C", "C", "C", "C", "C", "H", "H", "N", "C", "H", "C", "O", "C", "C", "H", "H", "H", "H", "H", "H", "H", "H", "H", "H", "C", "C", "C", "C", "S", "H", "H", "H"], "coordinates": [[5.109, -1.938, 1.485], [3.818, -2.037, 0.879], [3.515, -3.172, 0.067], [3.618, -0.627, 0.007], [2.317, -0.184, -0.280], [1.957, 1.148, -0.120], [0.671, 1.568, -0.397], [-0.304, 0.667, -0.840], [0.072, -0.675, -0.988], [1.358, -1.091, -0.713], [1.640, -2.123, -0.844], [-0.638, -1.404, -1.341], [-1.590, 1.087, -1.091], [-2.665, 0.147, -1.314], [-2.590, -0.667, -0.587], [-3.997, 0.864, -1.109], [-4.200, 1.914, -2.033], [-2.996, 2.505, -2.479], [-1.892, 2.463, -1.424], [-2.217, 3.021, -0.534], [-1.004, 2.949, -1.834], [-2.644, 1.995, -3.388], [-3.239, 3.539, -2.736], [-4.830, 0.169, -1.245], [-4.037, 1.259, -0.083], [-2.635, -0.285, -2.326], [0.422, 2.605, -0.241], [2.690, 1.863, 0.225], [4.253, 0.091, 0.320], [2.555, -1.918, 2.122], [1.458, -2.706, 2.271], [0.630, -2.275, 3.330], [1.116, -1.166, 3.948], [2.596, -0.629, 3.257], [0.694, -0.631, 4.776], [-0.281, -2.768, 3.615], [1.271, -3.559, 1.645]]}

---

{"formula": "C14H16N4O4", "method": "ωB97M-V/def2-TZVPD", "homo_ev": -8.78, "gap_ev": 8.0, "relative_energy_kj_mol": 377.78, "smiles": "CCCCC/C(O)=N\\N=C1/C(=O)Nc2ccc([N+](=O)[O-])cc21", "species": ["C", "C", "C", "C", "C", "H", "H", "C", "O", "N", "N", "C", "C", "N", "C", "C", "C", "C", "C", "C", "H", "N", "O", "O", "H", "H", "H", "O", "H", "H", "H", "H", "H", "H", "H", "H", "H", "H"], "coordinates": [[6.170, -0.064, -0.667], [4.754, -0.331, -1.163], [3.716, 0.374, -0.293], [2.281, 0.165, -0.776], [1.739, -1.242, -0.477], [0.848, -1.433, -1.078], [2.496, -1.992, -0.706], [1.370, -1.370, 0.972], [2.380, -1.664, 1.802], [0.208, -1.213, 1.442], [-0.975, -1.094, 0.980], [-1.607, 0.016, 0.813], [-1.068, 1.399, 0.886], [-2.134, 2.230, 0.596], [-3.284, 1.518, 0.355], [-4.551, 1.979, 0.039], [-5.549, 1.042, -0.158], [-5.277, -0.320, -0.038], [-4.005, -0.795, 0.281], [-3.009, 0.136, 0.477], [-3.822, -1.854, 0.369], [-6.339, -1.262, -0.251], [-7.439, -0.824, -0.523], [-6.077, -2.442, -0.148], [-6.554, 1.347, -0.407], [-4.756, 3.034, -0.052], [-2.065, 3.235, 0.573], [0.062, 1.769, 1.119], [2.077, -1.661, 2.720], [2.234, 0.332, -1.854], [1.632, 0.899, -0.293], [3.808, 0.023, 0.735], [3.928, 1.446, -0.297], [4.659, 0.017, -2.195], [4.576, -1.408, -1.158], [6.899, -0.569, -1.297], [6.289, -0.424, 0.352], [6.385, 1.002, -0.681]]}

---

no.,E_tot (eV)
1,-60066.3873
2,-153586.0720
3,-31495.8836
4,-52638.5774
5,-17758.6782
6,-45569.4779
7,-28924.8862